Record 1
DFT (wB97M-V/def2-TZVPD) results for a structure of composition C48H60AsBaN4O2P2Se2.

Computed properties:
frontier orbital gap: 7.03 eV
total charge: +1
E: -9981.41695 Ha

Positions of all 120 atoms, in Å:
Ba: 0.214 0.329 0.025
C: 5.315 2.546 5.469
C: 4.302 2.441 4.367
C: 4.278 3.306 3.309
C: 3.305 3.188 2.279
C: 3.304 4.102 1.207
N: 2.460 4.070 0.210
C: 2.502 4.965 -0.940
C: 1.251 5.814 -1.151
C: 0.055 5.157 -1.838
N: -0.786 4.337 -0.962
C: -1.831 4.790 -0.325
C: -2.634 4.066 0.581
C: -3.718 4.725 1.209
C: -4.466 4.111 2.178
C: -5.636 4.782 2.831
C: -4.080 2.809 2.559
C: -3.036 2.105 1.995
C: -2.745 0.780 2.576
N: -1.811 -0.034 2.289
C: -1.855 -1.296 3.053
C: -0.516 -2.013 3.214
C: 0.346 -1.733 4.460
N: 1.396 -0.720 4.418
C: 1.310 0.203 3.561
C: 2.351 1.260 3.455
C: 3.314 1.426 4.418
C: 2.340 2.142 2.327
O: 1.469 1.986 1.400
C: -2.305 2.716 0.925
O: -1.364 2.108 0.322
H: 5.974 3.402 5.327
H: 5.942 1.654 5.529
H: 4.829 2.665 6.439
H: 5.012 4.102 3.246
H: 4.046 4.897 1.187
H: 1.805 3.276 0.266
H: 2.709 4.353 -1.823
H: 3.361 5.621 -0.790
H: 1.553 6.641 -1.799
H: 0.942 6.269 -0.206
H: 0.371 4.509 -2.658
H: -0.596 5.925 -2.259
H: -0.592 3.344 -0.816
H: -2.081 5.834 -0.506
H: -3.952 5.744 0.918
H: -5.737 5.811 2.487
H: -5.542 4.810 3.918
H: -6.572 4.270 2.601
H: -4.634 2.327 3.359
H: -3.462 0.527 3.367
H: -2.528 -1.954 2.499
H: -2.310 -1.125 4.036
H: 0.087 -1.918 2.304
H: -0.748 -3.081 3.264
H: 0.853 -2.661 4.733
H: -0.296 -1.500 5.316
H: 0.459 0.298 2.883
H: 3.302 0.742 5.260
Se: -0.112 -1.560 -2.334
P: 1.186 -0.253 -3.493
Se: 1.665 1.684 -2.496
C: 2.732 -1.135 -3.833
C: 2.659 -2.422 -4.365
C: 3.815 -3.143 -4.599
C: 5.056 -2.590 -4.302
C: 5.134 -1.309 -3.781
C: 3.976 -0.578 -3.551
C: 0.432 0.144 -5.083
C: -0.889 -0.173 -5.363
C: -1.437 0.170 -6.592
C: -0.664 0.819 -7.541
C: 0.663 1.133 -7.263
C: 1.209 0.800 -6.037
H: 1.695 -2.867 -4.578
H: 3.750 -4.141 -5.011
H: 5.957 -3.161 -4.479
H: 6.097 -0.871 -3.554
H: 4.027 0.424 -3.147
H: -1.480 -0.693 -4.620
H: -2.467 -0.081 -6.805
H: -1.089 1.075 -8.502
H: 1.268 1.635 -8.005
H: 2.242 1.053 -5.828
C: -4.573 -2.120 0.047
As: -2.754 -2.799 -0.198
C: -2.987 -3.523 -1.998
C: -2.885 -4.465 0.865
C: -4.034 -5.368 0.553
C: -3.913 -6.367 -0.409
C: -4.986 -7.187 -0.724
C: -6.202 -7.024 -0.078
C: -6.334 -6.037 0.888
C: -5.259 -5.217 1.198
H: -5.320 -2.858 -0.243
H: -4.687 -1.224 -0.563
H: -4.728 -1.849 1.093
H: -3.843 -4.194 -2.048
H: -2.082 -4.041 -2.313
H: -3.135 -2.669 -2.658
H: -2.915 -4.152 1.912
H: -1.933 -4.980 0.718
H: -2.968 -6.515 -0.921
H: -4.868 -7.960 -1.472
H: -7.042 -7.664 -0.318
H: -7.272 -5.906 1.410
H: -5.376 -4.454 1.959
C: 3.687 -2.256 2.421
P: 3.009 -1.592 0.865
C: 4.318 -0.401 0.390
C: 3.340 -2.968 -0.290
H: 4.714 -2.608 2.296
H: 3.079 -3.096 2.762
H: 3.664 -1.504 3.210
H: 5.283 -0.900 0.275
H: 4.417 0.367 1.162
H: 4.062 0.096 -0.547
H: 4.392 -3.263 -0.275
H: 3.054 -2.685 -1.304
H: 2.733 -3.828 -0.004


Record 2
DFT (wB97M-V/def2-TZVPD) results for a structure of composition C48H62As3ClCsF3N6O4P.

Computed properties:
frontier orbital gap: 5.95 eV
total charge: -1
E: -10324.37620 Ha

Positions of all 129 atoms, in Å:
Cs: -0.962 -0.208 -0.363
Cl: -7.117 0.690 5.209
C: -6.036 0.444 3.846
C: -5.748 1.514 2.989
C: -4.880 1.362 1.939
C: -4.210 0.114 1.690
O: -3.292 -0.028 0.845
C: -4.620 -0.992 2.522
C: -4.143 -2.358 2.289
N: -3.416 -2.724 1.306
C: -3.169 -4.105 1.156
C: -4.129 -5.070 1.261
C: -3.837 -6.427 0.960
C: -2.606 -6.796 0.522
C: -1.585 -5.812 0.386
C: -0.290 -6.119 -0.092
C: 0.643 -5.134 -0.181
C: 0.283 -3.829 0.239
N: -0.902 -3.497 0.675
C: -1.848 -4.479 0.725
C: -5.492 -0.794 3.595
H: -6.210 2.477 3.175
H: -4.626 2.197 1.298
H: -4.486 -3.096 3.032
H: -5.138 -4.783 1.528
H: -4.623 -7.167 1.059
H: -2.385 -7.823 0.262
H: -0.057 -7.137 -0.388
H: 1.644 -5.329 -0.541
H: 1.029 -3.036 0.216
H: -5.753 -1.636 4.230
C: 2.548 0.041 -3.646
As: 2.150 -1.227 -2.197
C: 1.298 -2.603 -3.309
C: 3.942 -2.090 -2.124
C: 4.805 -1.845 -0.884
C: 5.030 -0.339 -0.721
C: 4.182 -2.463 0.387
As: 3.002 -1.351 1.526
C: 4.344 -0.467 2.650
C: 2.657 -2.814 2.794
C: 6.198 -2.470 -1.103
As: 6.539 -4.386 -1.456
C: 4.864 -5.324 -1.076
C: 6.387 -4.421 -3.409
H: 3.160 -0.455 -4.404
H: 3.089 0.899 -3.247
H: 1.601 0.367 -4.064
H: 1.897 -2.813 -4.198
H: 0.320 -2.225 -3.599
H: 1.195 -3.513 -2.717
H: 4.493 -1.757 -3.010
H: 3.764 -3.163 -2.252
H: 4.101 0.210 -0.536
H: 5.472 0.074 -1.632
H: 5.709 -0.123 0.106
H: 4.962 -2.857 1.051
H: 3.552 -3.316 0.116
H: 5.198 -1.125 2.824
H: 3.870 -0.230 3.604
H: 4.659 0.467 2.194
H: 3.593 -3.249 3.152
H: 2.052 -3.590 2.327
H: 2.095 -2.407 3.635
H: 6.827 -2.236 -0.239
H: 6.674 -1.991 -1.968
H: 4.663 -5.317 -0.005
H: 5.039 -6.354 -1.393
H: 4.005 -4.922 -1.611
H: 7.179 -3.801 -3.828
H: 5.423 -4.061 -3.761
H: 6.540 -5.449 -3.740
C: -1.863 4.430 -6.712
C: -2.534 5.024 -5.487
C: -2.252 6.514 -5.389
C: -2.933 7.111 -4.177
C: -2.518 6.383 -2.935
C: -2.519 6.999 -1.706
C: -2.151 6.290 -0.567
F: -2.177 6.948 0.615
C: -1.777 4.981 -0.613
C: -1.758 4.334 -1.857
C: -1.376 2.900 -1.886
O: -1.108 2.345 -0.817
C: -1.401 2.273 -3.185
C: -1.776 3.045 -4.244
N: -2.093 4.357 -4.234
C: -2.120 5.031 -3.008
C: -1.066 0.822 -3.529
O: -1.459 0.408 -4.628
O: -0.410 0.195 -2.653
H: -2.073 5.077 -7.566
H: -2.216 3.435 -6.967
H: -0.782 4.383 -6.573
H: -3.620 4.884 -5.565
H: -2.601 6.986 -6.309
H: -1.168 6.664 -5.339
H: -4.018 7.030 -4.307
H: -2.714 8.176 -4.074
H: -2.810 8.038 -1.608
H: -1.501 4.424 0.271
H: -1.828 2.534 -5.194
F: 2.894 2.455 1.822
C: 1.547 2.798 1.863
F: 1.518 3.979 2.646
H: 1.293 3.124 0.846
C: -0.531 0.577 5.682
N: -1.542 0.163 4.634
C: -2.415 1.374 4.329
N: -1.645 2.497 3.928
C: -0.655 2.815 4.948
N: 0.232 1.699 5.273
C: 1.209 1.438 4.191
P: 0.467 1.286 2.481
C: -0.793 -0.252 3.399
C: -1.041 2.395 2.583
H: 0.100 -0.294 5.864
H: -1.111 0.817 6.581
H: -2.153 -0.556 5.031
H: -2.949 1.590 5.261
H: -3.117 1.060 3.563
H: -1.186 3.101 5.863
H: -0.050 3.651 4.602
H: 1.734 0.513 4.442
H: 1.936 2.249 4.232
H: -0.156 -1.090 3.707
H: -1.527 -0.606 2.673
H: -1.801 2.065 1.869
H: -0.752 3.410 2.307


Calculated LUMO energy in order - -0.106 0.071 Eh
Calculated largest force on an atom in order - 1.36 3.42 eV/A
Calculated energy above the lowest of the compared OMol25 structures with the same formula, charge and spin in order - 0.719 1.207 eV